1.
Density functional theory data (ωB97M-V/def2-TZVPD) for a molecular structure, C8H10F6N2NaO10 at a distorted geometry.

Gap between HOMO and LUMO, eV: 4.7
E_HOMO, eV: -4.2
E_LUMO, eV: 0.496

Geometry as ORCA input:
```
! RIJCOSX wB97M-V def2-TZVPD def2/J DEFGRID3
* xyz -1 1
Na -1.2330 2.4657 0.5584
F 1.7375 -1.8566 4.2781
F -2.3430 -4.8859 -0.6896
F -2.3283 -3.7807 1.3062
F 2.4856 0.0167 5.2769
F 3.8606 -1.4370 4.7876
F -1.0304 -3.1739 -0.3817
O -2.4760 4.6314 -3.1604
O 3.9535 4.7297 -1.6294
O 2.2497 5.2579 -2.7958
O -3.1278 -1.4235 -0.3499
O 1.9595 3.9376 -1.1531
O 4.1028 -0.5010 2.5187
O -3.2615 4.9616 -1.1317
O -2.8208 6.5227 -2.4690
O 1.9226 0.2629 2.5097
O -4.2000 -3.2382 -1.2814
N 2.7538 4.6243 -1.8268
N -2.8743 5.3571 -2.2196
C 2.9040 -0.2714 3.0742
C 6.0102 -0.1883 1.2622
C -3.2691 -2.6479 -0.6182
C -2.2500 -3.6600 -0.0698
C -5.1319 -1.8103 -2.9611
C 4.4935 -0.1476 1.2750
C 2.7397 -0.9029 4.3959
C -5.2890 -2.5068 -1.6592
H -5.1964 -2.5456 -3.7631
H -4.1590 -1.3218 -2.9061
H 4.1368 -0.8529 0.5245
H 6.3763 -1.0016 1.8887
H 6.3830 0.7587 1.6525
H -5.9532 -1.1040 -3.0831
H -5.4761 -1.8275 -0.8276
H -6.1351 -3.1928 -1.7002
H 6.4002 -0.0995 0.2482
H 4.0853 0.8512 1.1201
*
```

***

2.
Density functional theory data (ωB97M-V/def2-TZVPD) for 2 unconnected molecules or ions with the total composition C6H12O at a distorted geometry.

Energy above the lowest of the compared OMol25 structures with the same formula, charge and spin, eV: 5.496
Gap between HOMO and LUMO, eV: 9.8
E_HOMO, eV: -8.8
E_LUMO, eV: 0.996

Geometry as ORCA input:
```
! RIJCOSX wB97M-V def2-TZVPD def2/J DEFGRID3
* xyz 0 1
O -1.5938 0.9118 0.1661
C 2.8662 0.4725 0.1562
C -3.6154 -0.1741 0.2260
C 1.8504 -0.5838 -0.2132
C 0.4751 -0.4498 0.3375
C -2.4333 -0.0880 -0.2802
C -0.1646 0.7709 -0.3660
H 0.4923 -0.2750 1.4701
H -0.1518 -1.3080 0.0633
H 0.1914 1.7660 -0.1205
H 2.4924 -1.6678 0.5677
H 3.7183 -0.0450 -0.2058
H -4.0197 0.2127 1.2399
H 1.5345 -0.8000 -1.1106
H -4.2794 -0.8675 -0.1456
H 2.7046 0.8035 1.2639
H 2.6049 1.5660 -0.4311
H -2.3143 -0.5827 -1.3518
H -0.3578 0.3383 -1.2658
*
```

***

3.
Density functional theory data (ωB97M-V/def2-TZVPD) for a single C6H14N4O2 molecule at a distorted geometry.

Energy above the lowest of the compared OMol25 structures with the same formula, charge and spin, eV: 1.837
Gap between HOMO and LUMO, eV: 9.2
E_HOMO, eV: -8.7
E_LUMO, eV: 0.529
SMILES: [H]/N=C(\N)NCCC[C@H](N)C(=O)O

Geometry as ORCA input:
```
! RIJCOSX wB97M-V def2-TZVPD def2/J DEFGRID3
* xyz 0 1
O 3.0017 -1.7812 0.0732
O 0.9904 -1.7893 -0.7330
N -1.5559 0.4635 0.6250
N 2.6561 0.6336 1.4187
N -3.2527 -0.9177 1.2919
N -1.9119 -1.4532 -0.6581
C -0.0446 1.1061 -1.1948
C 1.5850 0.1668 0.6187
C -1.3157 1.3688 -0.5342
C 1.2731 1.2171 -0.4789
C -2.2549 -0.7029 0.4832
C 1.9213 -1.1548 -0.0261
H -0.9228 2.3462 -0.0666
H -1.8144 1.0137 1.4553
H 1.3407 2.2014 0.0335
H 1.3347 -2.6749 -0.9154
H 0.0490 1.8083 -2.0525
H 0.6384 -0.1157 1.1954
H -2.4570 -2.3409 -0.5189
H -3.8237 -1.7179 0.9676
H -2.0851 1.3333 -1.3340
H 2.1728 1.2607 -1.1177
H -0.9173 -1.6306 -0.6017
H 3.2100 -0.1346 1.8289
H 2.1912 1.3267 2.0373
H -0.0085 0.1672 -1.7967
*
```

***

E_HOMO of number 2 (C6H12O)? -8.8 eV

***

What did the first record say?
Density functional theory data (ωB97M-V/def2-TZVPD) for a molecular structure, C8H10F6N2NaO10 at a distorted geometry.

Gap between HOMO and LUMO, eV: 4.7
E_HOMO, eV: -4.2
E_LUMO, eV: 0.496

Geometry as ORCA input:
```
! RIJCOSX wB97M-V def2-TZVPD def2/J DEFGRID3
* xyz -1 1
Na -1.2330 2.4657 0.5584
F 1.7375 -1.8566 4.2781
F -2.3430 -4.8859 -0.6896
F -2.3283 -3.7807 1.3062
F 2.4856 0.0167 5.2769
F 3.8606 -1.4370 4.7876
F -1.0304 -3.1739 -0.3817
O -2.4760 4.6314 -3.1604
O 3.9535 4.7297 -1.6294
O 2.2497 5.2579 -2.7958
O -3.1278 -1.4235 -0.3499
O 1.9595 3.9376 -1.1531
O 4.1028 -0.5010 2.5187
O -3.2615 4.9616 -1.1317
O -2.8208 6.5227 -2.4690
O 1.9226 0.2629 2.5097
O -4.2000 -3.2382 -1.2814
N 2.7538 4.6243 -1.8268
N -2.8743 5.3571 -2.2196
C 2.9040 -0.2714 3.0742
C 6.0102 -0.1883 1.2622
C -3.2691 -2.6479 -0.6182
C -2.2500 -3.6600 -0.0698
C -5.1319 -1.8103 -2.9611
C 4.4935 -0.1476 1.2750
C 2.7397 -0.9029 4.3959
C -5.2890 -2.5068 -1.6592
H -5.1964 -2.5456 -3.7631
H -4.1590 -1.3218 -2.9061
H 4.1368 -0.8529 0.5245
H 6.3763 -1.0016 1.8887
H 6.3830 0.7587 1.6525
H -5.9532 -1.1040 -3.0831
H -5.4761 -1.8275 -0.8276
H -6.1351 -3.1928 -1.7002
H 6.4002 -0.0995 0.2482
H 4.0853 0.8512 1.1201
*
```

***

What is the formula in the first record? C8H10F6N2NaO10